No. 1
The following is a quantum chemistry calculation of a structure of composition C5H12O2, from OMol25.

Calculated values
Calculated total energy in Eh: -348.062953
Multiplicity: 1
HOMO energy in eV: -8.6
Energy relative to the best compared isomer or geometry (same formula, charge and spin) in kcal per mole: 89.0
Kohn-Sham gap in eV: 9.42
E_LUMO in eV: 0.797

```
19
Properties=species:S:1:pos:R:3:forces:R:3:lowdin_charge:R:1
H 2.29335 -1.02964 0.92597 -0.002 0.222 0.102 0.068
H -0.45590 -0.46741 -2.58426 -0.553 0.461 0.786 0.066
H 2.80926 0.14562 2.15957 -0.084 0.015 -0.091 0.070
H -2.84138 -0.19386 0.46647 -0.165 0.072 0.223 0.096
H -2.18537 -0.23728 -2.16086 -1.123 0.096 -1.338 0.001
H 0.27101 0.00711 2.03254 0.081 0.050 -0.119 0.112
C 2.28710 0.02719 1.20541 0.063 0.037 0.054 -0.106
H -1.36937 -1.78498 -1.86948 -0.012 1.198 0.984 0.071
C -1.26690 -0.66416 -1.85320 -1.442 1.553 0.254 -0.009
H 0.87491 1.60497 1.61853 -0.135 -0.027 -0.127 0.115
H -1.65769 1.57144 -0.71028 0.408 -0.579 0.075 0.134
H 2.85887 0.56934 0.44127 -0.088 -0.060 0.128 0.077
C 0.85190 0.56101 1.28586 -0.131 0.144 0.061 -0.206
O -2.03061 0.19725 0.80776 0.030 -0.409 -0.717 -0.035
O 0.33771 -1.01921 -0.47045 1.764 0.797 2.023 -0.148
H -0.33984 -1.46810 0.07096 0.561 0.250 -0.209 0.094
C -1.28236 0.59890 -0.32242 0.071 -1.568 -1.720 -0.223
C 0.17825 0.42706 -0.07694 0.679 -1.668 -0.455 -0.327
H 0.70009 1.05566 -0.81792 0.077 -0.585 0.085 0.152
```
Forces are in eV/Å.



No. 2
The following is a quantum chemistry calculation of a structure of composition C40H35NP2PdS3, from OMol25.

Calculated values
Calculated total energy in Eh: -3605.220920
Net charge: -2
Multiplicity: 1
HOMO energy in eV: 0.3
Energy relative to the best compared isomer or geometry (same formula, charge and spin) in kcal per mole: 17.8
Kohn-Sham gap in eV: 3.83
E_LUMO in eV: 4.083

```
82
Properties=species:S:1:pos:R:3:forces:R:3:lowdin_charge:R:1
N -2.41305 -2.60274 1.48898 0.033 -0.648 0.230 -0.001
P -0.82163 0.74094 -1.38244 -0.105 -0.505 0.225 1.020
H 3.21424 -2.58040 -0.81886 -0.009 0.000 0.009 0.058
H 5.92179 -3.21805 2.40594 0.021 -0.027 -0.001 0.088
H 5.28880 2.28047 4.42826 -0.004 -0.004 -0.004 0.085
H -3.59687 3.40376 -3.65215 0.001 0.009 0.004 0.073
C 3.87835 -0.97432 2.87759 -0.086 -0.030 0.067 -0.380
H -3.14265 1.34326 4.84996 0.019 -0.005 -0.005 0.091
C -3.51313 -3.26293 1.42844 -0.373 0.371 0.077 -0.453
S 1.50529 -1.93230 1.13767 0.305 -0.182 0.065 0.235
C 4.46804 -2.85675 0.88206 -0.080 -0.070 0.066 -0.384
Pd -1.07942 -1.09315 0.18151 0.107 0.639 -1.013 0.281
C -1.80438 2.63397 0.90598 -0.081 -0.097 -0.001 -0.069
S 3.14705 -3.94678 3.44570 0.000 -0.153 0.185 0.073
C -5.11525 0.85366 0.40186 -0.048 0.005 0.038 -0.120
H -4.98865 -0.22416 4.32004 0.016 0.036 -0.004 0.094
C 4.19421 0.11347 2.06580 -0.006 -0.006 0.046 -0.101
S -4.86439 -2.58132 2.35802 0.310 0.008 -0.076 0.942
C 5.74104 -3.19268 1.33760 0.013 0.013 -0.068 -0.116
H 7.73509 -3.77211 0.79877 -0.006 0.007 0.001 0.087
H -0.78076 1.55092 -4.27154 -0.028 0.017 -0.012 0.087
C -1.13237 -2.27489 -1.60092 -0.026 0.014 0.004 -0.251
H 4.94837 2.11900 1.98372 -0.007 -0.015 -0.010 0.091
C -4.11634 1.67248 0.90142 -0.025 -0.016 0.069 -0.083
C 0.77980 4.42483 -2.14290 -0.002 0.072 -0.020 -0.113
H 5.01053 -3.16423 -2.44861 -0.017 -0.002 0.011 0.093
H -0.82004 -3.36772 -4.06288 -0.019 -0.003 0.052 0.098
C 6.48304 -3.50282 -0.92704 0.029 -0.009 -0.057 -0.126
H -0.64435 -2.23184 -6.24667 0.013 -0.006 0.016 0.081
C -4.83548 0.01672 -0.67298 -0.069 -0.023 -0.034 -0.110
C -4.02067 -0.32827 3.84490 -0.007 0.124 0.076 -0.127
C 4.70568 1.27538 2.62011 0.016 0.036 -0.054 -0.105
C 0.52780 3.08631 -1.88876 -0.085 -0.083 -0.030 -0.122
C -0.81722 0.47027 -4.21816 -0.005 -0.050 0.009 -0.109
C 5.21663 -3.17123 -1.38427 0.049 -0.008 -0.041 -0.102
C -1.77540 3.33779 -2.52716 0.102 -0.073 -0.110 -0.281
H -0.64912 0.24885 -6.34588 0.010 0.010 0.019 0.082
C -2.52398 -1.50093 2.31479 -0.293 0.214 0.523 -0.331
C -1.74522 0.42701 3.50272 0.099 0.144 -0.092 -0.098
H 4.01361 0.04141 0.99932 -0.001 0.030 -0.002 0.100
C -3.56997 0.00221 -1.22421 0.094 0.029 0.033 -0.119
H -0.82957 2.15103 0.99522 0.045 0.046 0.019 0.064
H 1.32223 2.44174 -1.52366 0.011 0.036 0.022 0.090
C 4.06470 -0.87588 4.25014 0.060 -0.007 -0.051 -0.121
H -0.95299 1.12409 3.74677 0.007 -0.003 -0.023 0.103
H -3.09200 1.77050 -3.18510 -0.032 0.004 -0.020 0.065
C -1.49514 -0.58341 2.58273 -0.003 -0.411 0.070 -0.077
C -2.98219 0.55035 4.12775 -0.138 -0.032 -0.020 -0.116
C -0.72155 -1.64931 -5.33353 0.005 -0.074 0.001 -0.130
H -3.68050 -4.14147 0.82334 0.124 -0.036 0.032 0.062
H -3.81080 2.83723 -1.98841 0.005 -0.043 -0.005 0.081
C -1.52353 4.69312 -2.73650 -0.051 0.039 -0.046 -0.080
H -1.69135 3.48612 0.22963 0.038 0.008 0.062 0.071
H -4.33103 2.32902 1.73838 0.008 -0.001 0.028 0.101
H 3.81221 -1.73106 4.86598 -0.001 -0.007 -0.009 0.049
C 4.89463 1.36809 3.99424 0.012 0.009 0.066 -0.126
H 7.26695 -3.76081 -1.63110 -0.010 0.012 -0.001 0.084
H -0.10360 6.30236 -2.71369 -0.001 -0.009 -0.017 0.085
C -0.26592 5.24341 -2.54485 0.053 0.023 0.024 -0.120
C -0.92427 -0.16346 -2.97379 -0.017 -0.029 -0.139 -0.322
C -2.53869 0.80150 -0.70814 -0.146 0.293 0.160 -0.376
P 3.13860 -2.48248 2.11179 0.089 0.168 -0.165 -0.054
H -0.49553 -0.74624 2.15689 -0.017 0.036 0.370 0.007
C 4.21014 -2.84547 -0.48202 0.036 0.025 0.027 -0.109
H 1.77616 4.83172 -2.01166 -0.005 -0.011 0.025 0.088
C 6.74634 -3.50949 0.43820 0.016 0.007 0.055 -0.112
H -2.33593 5.33113 -3.07477 0.000 -0.021 -0.010 0.098
H -2.14592 -2.70132 -1.55435 -0.014 0.024 -0.010 0.017
H 4.71112 0.36457 5.88075 -0.014 -0.009 -0.002 0.088
H -5.60777 -0.63216 -1.07145 0.015 -0.001 -0.015 0.092
H -0.42605 -3.11054 -1.53142 -0.056 -0.059 -0.065 0.017
C -0.72675 -0.26110 -5.39121 0.003 0.083 -0.054 -0.131
C -3.14664 2.80543 -2.85585 -0.007 0.085 0.007 -0.045
C -3.78403 -1.34312 2.93200 -0.008 -0.186 -0.231 -0.498
H -2.10240 3.00711 1.88636 -0.019 -0.013 0.034 0.068
C -2.82891 1.66541 0.37218 -0.033 0.044 -0.318 -0.298
C -0.73550 2.51268 -2.06082 0.054 0.219 0.109 -0.334
C -0.95819 -1.57116 -2.90625 0.021 -0.098 -0.004 -0.340
C -0.82548 -2.28362 -4.10685 0.060 0.093 -0.145 -0.073
C 4.56943 0.29263 4.80784 0.027 0.060 0.004 -0.112
H -3.35691 -0.63938 -2.07110 0.021 -0.031 0.037 0.098
H -6.10239 0.85919 0.85060 0.010 0.003 0.009 0.088
```
Forces are in eV/Å.



No. 3
The following is a quantum chemistry calculation of the molecule C4H6ClN3, from OMol25.

Calculated values
Calculated total energy in Eh: -780.298022
Multiplicity: 1
HOMO energy (alpha / beta) in eV: -7.8 / -7.8
Energy relative to the best compared isomer or geometry (same formula, charge and spin) in kcal per mole: 136.4
Kohn-Sham gap (alpha / beta) in eV: 7.23 / 7.22
E_LUMO (alpha / beta) in eV: -0.569 / -0.574

```
14
Properties=species:S:1:pos:R:3:forces:R:3:lowdin_charge:R:1
C -0.42357 -0.64964 -1.10188 -1.814 -0.721 -0.322 -0.273
H 0.38178 1.73996 2.42529 -0.099 0.566 1.047 0.085
H -2.60493 -0.65145 -0.13971 1.830 0.419 -1.369 0.093
N -0.06804 0.78431 0.75051 -1.903 -1.729 -2.770 -0.008
C 2.48248 -0.19438 0.89266 -4.015 1.207 1.309 -0.618
H -2.57311 -0.39015 -1.92084 0.921 -0.031 0.312 0.058
H -0.46069 -1.72805 -0.84692 0.911 0.302 -0.748 0.105
N 1.97353 0.52115 1.75833 0.819 -0.272 -1.050 0.038
H 0.02348 -0.35276 -2.09064 -0.701 -0.989 0.668 0.118
C -1.93968 -0.25495 -1.01780 -0.539 2.667 1.306 -0.127
N 0.38483 0.03009 -0.13971 2.254 -0.456 -0.575 -0.060
Cl 3.94637 -0.78707 0.53219 0.750 -0.397 -0.680 0.771
H -1.80487 0.89024 -0.80502 -1.098 -1.871 -0.560 0.080
C 0.68241 1.04270 1.70354 2.683 1.305 3.432 -0.261
```
Forces are in eV/Å.



No. 4
The following is a quantum chemistry calculation of a structure of composition C48H44BN9O3SV, from OMol25.

Calculated values
Calculated total energy in Eh: -3941.289592
Multiplicity: 2
HOMO energy (alpha / beta) in eV: -6.5 / -5.9
<S²>: 0.7543
Kohn-Sham gap (alpha / beta) in eV: 6.49 / 5.93
E_LUMO (alpha / beta) in eV: 0.032 / 0.033

```
107
Properties=species:S:1:pos:R:3:forces:R:3:lowdin_charge:R:1
H 0.98014 0.94518 5.04303 -0.008 -0.016 -0.030 0.081
N 1.40314 -0.40329 1.21809 0.345 0.163 0.298 0.043
H -3.06921 2.58394 4.30817 0.001 -0.018 -0.005 0.082
H -8.42149 -1.77461 2.61189 0.007 0.010 0.023 0.108
C -5.95531 -0.40246 -1.39867 0.053 -0.020 0.040 -0.082
S 0.21434 -2.40541 -2.29886 0.141 0.444 0.551 0.534
C 1.22842 3.49531 0.30688 0.037 0.034 0.110 -0.266
H -4.46204 1.40941 2.28530 0.022 0.015 -0.016 0.113
C -5.24410 -2.13545 3.05624 -0.065 0.008 -0.076 -0.197
C -5.76715 -3.22108 1.13382 0.175 -0.177 -0.288 -0.273
H 0.56125 4.74937 1.92464 -0.022 -0.015 -0.022 0.081
H -4.03860 -5.04470 -1.25663 -0.004 0.043 -0.013 0.121
H -7.85609 -3.14503 0.60227 0.001 0.000 0.014 0.111
N -1.25579 1.29959 1.78833 0.369 -0.048 -0.363 0.048
C 1.47805 4.48331 1.39853 0.035 0.051 -0.030 -0.023
C 3.18681 -2.09142 0.75931 -0.037 0.104 0.058 -0.186
C -5.38291 -4.03950 -0.04006 -0.193 0.117 0.255 -0.026
H -2.27944 0.62808 -1.83021 0.055 0.018 -0.020 0.074
C -5.19889 -0.04586 -0.29118 -0.077 -0.079 -0.030 -0.038
H 3.05850 -3.70077 2.16559 0.020 0.006 0.005 0.112
C -5.38266 -0.41865 -2.66512 0.002 0.005 0.053 -0.081
C 1.92558 1.08255 4.51592 0.078 -0.036 0.047 -0.014
H -5.97349 -0.70259 -3.52648 -0.002 -0.003 0.006 0.101
C 0.02710 1.40557 -3.68042 -0.096 0.004 -0.067 -0.045
C -3.45425 1.26269 1.93318 0.058 0.009 0.216 0.039
C 2.45276 -1.13125 1.61591 0.056 -0.110 -0.133 -0.239
C -4.05205 -0.05667 -2.81860 -0.006 -0.003 0.017 -0.058
H 4.35276 -5.27496 0.76563 -0.004 0.000 0.012 0.099
H -2.46596 -5.78536 1.26082 0.009 0.008 -0.025 0.123
C -0.97351 -4.28153 1.62030 -0.019 0.018 0.030 -0.026
C 4.17039 -4.26690 0.41597 -0.030 0.034 0.016 -0.082
N 0.71652 2.26837 0.51777 -0.205 -0.276 -0.025 0.040
C 1.02788 2.42593 -1.60937 -0.036 -0.225 -0.363 -0.226
C -3.30559 0.31712 -1.71288 -0.024 0.054 -0.124 -0.048
C 1.08475 1.69002 -5.82259 -0.010 0.044 0.038 -0.091
C 4.45562 -2.28628 -6.60540 -0.022 -0.010 -0.008 -0.050
H 3.48932 -0.68044 -0.82056 -0.002 -0.005 0.001 0.119
H 4.77016 -2.24514 -2.23319 0.004 -0.012 0.013 0.101
C -3.03924 0.72047 0.71716 -0.036 -0.029 -0.533 -0.222
C -2.10576 2.25006 3.92675 -0.056 0.002 0.016 -0.013
H 1.10481 1.51634 -6.89083 0.005 -0.011 0.000 0.102
C -7.40236 -2.09532 2.42485 0.018 0.052 0.050 -0.134
C -2.41059 -2.67180 -0.01456 0.059 0.300 -0.053 -0.064
H 0.38134 2.52203 2.72973 -0.010 -0.119 -0.053 0.106
C 1.45576 3.63192 -1.04352 -0.018 0.111 0.104 0.026
H 0.32905 -2.57978 1.72759 0.009 -0.012 0.019 0.100
C 1.03605 2.13050 -3.05994 0.049 0.070 0.176 -0.169
C 2.82811 -0.76205 2.91585 0.062 -0.020 -0.005 0.038
H 2.73126 0.78048 5.18309 -0.010 -0.002 0.000 0.081
N 1.14444 0.46905 2.23335 -0.221 0.045 -0.445 0.042
H 4.52516 -3.23474 -7.13685 -0.005 0.002 0.011 0.073
H -0.76401 0.97720 -3.08972 -0.068 0.020 0.049 0.073
C -4.15284 -4.38901 -0.39811 0.307 -0.011 0.043 -0.018
C -2.13398 -4.77537 1.05205 -0.060 -0.073 0.090 -0.002
H 2.18081 4.09732 2.13777 0.003 -0.018 -0.011 0.080
N 0.59002 1.58815 -0.66962 0.177 0.255 0.308 0.062
C -3.86171 0.31006 -0.43997 0.044 0.097 0.260 -0.173
C -0.58604 -2.99148 1.32602 0.042 0.145 -0.085 -0.097
H 1.11618 -4.41540 -4.11130 -0.010 0.007 0.025 0.111
H 5.42806 -2.07978 -6.15417 -0.007 -0.001 0.001 0.082
C 2.07120 2.63904 -3.84418 0.134 -0.050 -0.063 -0.038
H -0.36482 -4.88500 2.27890 0.001 -0.014 -0.017 0.109
C 3.37434 -2.32014 -5.55912 0.022 0.028 0.009 -0.269
H -4.47920 -1.84872 3.76867 0.016 0.018 0.018 0.109
H -5.65012 -0.05306 0.69309 -0.005 -0.007 0.055 0.101
H -3.59274 -0.05581 -3.79890 0.003 -0.017 0.013 0.109
C 3.44746 -3.37975 1.20568 -0.035 -0.116 -0.021 -0.037
C 0.05089 1.18227 -5.04976 0.034 0.034 0.038 -0.069
C -2.89065 -3.94386 0.24642 -0.118 -0.072 -0.151 -0.204
C 4.64790 -3.86455 -0.82165 -0.024 0.086 0.004 -0.084
H 1.84046 4.50012 -1.55179 -0.025 -0.023 -0.007 0.112
H 2.91562 2.81641 -5.80299 -0.004 -0.001 -0.009 0.102
C 3.07892 -1.17239 -4.82124 0.060 -0.036 -0.005 -0.034
H -1.43471 3.10660 3.88115 -0.008 0.005 -0.016 0.073
H -2.95820 -2.01472 -0.68064 0.078 -0.094 0.005 0.119
H -6.99551 -0.67292 -1.27063 -0.021 -0.015 0.004 0.100
H -0.73673 0.59512 -5.50490 0.008 0.009 -0.011 0.110
O -0.75905 -1.29700 -2.45032 0.097 0.000 -0.014 -0.364
C 1.38287 -2.35493 -3.61240 0.160 0.009 -0.108 -0.257
H 1.89568 -0.29300 -3.27612 -0.012 0.004 0.045 0.100
C 1.66741 -3.50958 -4.32121 -0.001 0.095 -0.110 -0.038
C 4.40951 -2.56687 -1.26350 0.008 -0.048 0.009 -0.073
C 1.98271 0.26848 3.26560 -0.153 0.131 0.069 -0.264
H 2.03215 2.14768 4.30978 0.012 -0.014 -0.028 0.073
C -2.28529 1.61937 2.58600 -0.105 0.090 0.106 -0.260
O 1.02409 -2.02661 -1.09659 -0.149 -0.336 -0.363 -0.397
C 2.09852 2.42013 -5.21320 -0.060 -0.027 0.011 -0.090
O -0.34838 -3.72550 -2.27634 -0.051 -0.070 0.009 -0.277
H 2.88230 -4.38109 -5.85715 -0.006 0.001 0.017 0.110
N -6.48314 -1.71811 3.31410 0.079 -0.076 -0.130 0.080
C 2.66036 -3.48136 -5.29486 -0.026 -0.030 0.004 -0.034
H 3.64589 -1.16380 3.49084 -0.009 0.014 -0.012 0.116
C 3.69168 -1.68691 -0.47417 -0.035 0.053 -0.002 -0.043
H 1.90016 5.39046 0.96887 0.001 -0.005 0.004 0.080
H -1.68722 1.54015 4.64272 0.010 -0.001 -0.013 0.083
H 2.87692 3.18953 -3.37306 -0.030 0.007 0.005 0.111
H -6.21074 -4.40101 -0.64006 -0.025 0.008 0.035 0.107
N -1.70552 0.72960 0.63688 -0.128 0.118 0.499 0.031
N -1.27587 -2.18874 0.49982 -0.006 -0.727 0.128 0.009
V -0.16385 -0.48771 -0.28655 -0.213 0.017 -0.344 0.821
N -4.83787 -2.86349 2.02309 -0.049 0.098 0.157 0.157
H 5.20506 -4.55495 -1.44209 -0.008 -0.006 0.005 0.100
B 0.25451 1.68188 1.88257 -0.118 0.111 0.076 -0.474
C 2.09946 -1.18524 -3.84829 -0.006 -0.118 -0.006 -0.050
H 3.62546 -0.25499 -5.01133 -0.007 -0.025 0.008 0.114
H 4.26382 -1.50059 -7.33802 0.000 0.002 0.003 0.080
C -7.09402 -2.85357 1.31280 -0.165 0.050 -0.037 -0.023
```
Forces are in eV/Å.



> Which formula does entry 2 have?

C40H35NP2PdS3



Repeat the third record exactly.
The following is a quantum chemistry calculation of the molecule C4H6ClN3, from OMol25.

Calculated values
Calculated total energy in Eh: -780.298022
Multiplicity: 1
HOMO energy (alpha / beta) in eV: -7.8 / -7.8
Energy relative to the best compared isomer or geometry (same formula, charge and spin) in kcal per mole: 136.4
Kohn-Sham gap (alpha / beta) in eV: 7.23 / 7.22
E_LUMO (alpha / beta) in eV: -0.569 / -0.574

```
14
Properties=species:S:1:pos:R:3:forces:R:3:lowdin_charge:R:1
C -0.42357 -0.64964 -1.10188 -1.814 -0.721 -0.322 -0.273
H 0.38178 1.73996 2.42529 -0.099 0.566 1.047 0.085
H -2.60493 -0.65145 -0.13971 1.830 0.419 -1.369 0.093
N -0.06804 0.78431 0.75051 -1.903 -1.729 -2.770 -0.008
C 2.48248 -0.19438 0.89266 -4.015 1.207 1.309 -0.618
H -2.57311 -0.39015 -1.92084 0.921 -0.031 0.312 0.058
H -0.46069 -1.72805 -0.84692 0.911 0.302 -0.748 0.105
N 1.97353 0.52115 1.75833 0.819 -0.272 -1.050 0.038
H 0.02348 -0.35276 -2.09064 -0.701 -0.989 0.668 0.118
C -1.93968 -0.25495 -1.01780 -0.539 2.667 1.306 -0.127
N 0.38483 0.03009 -0.13971 2.254 -0.456 -0.575 -0.060
Cl 3.94637 -0.78707 0.53219 0.750 -0.397 -0.680 0.771
H -1.80487 0.89024 -0.80502 -1.098 -1.871 -0.560 0.080
C 0.68241 1.04270 1.70354 2.683 1.305 3.432 -0.261
```
Forces are in eV/Å.



> The lowest calculated total energy belongs to which entry?

C48H44BN9O3SV



> Among the records above, which one has the highest calculated total energy?

C5H12O2